{"formula": "C2HO4P", "method": "ωB97M-V/def2-TZVPD", "de_lowest_ev": 2.707, "smiles": "O=c1oo[pH]c1=O", "spin_multiplicity": 1, "e_homo_ev": -10.14, "e_tot_ev": -19565.3004, "molar_mass_g_mol": 120.000, "lumo_ev": -0.95, "orbital_gap_ha": 0.338, "elements": ["O", "P", "O", "C", "H", "O", "O", "C"], "positions_angstrom": [[2.0775, 0.2336, -0.8446], [-1.4275, -0.1827, 0.8025], [-0.6115, -1.5447, 0.4116], [0.0385, 0.8584, 0.3250], [-1.9901, 0.1140, -0.4700], [0.2182, 2.0252, 0.4450], [0.6375, -1.3752, -0.3199], [1.0575, -0.1285, -0.3495]], "mulliken_charge": [-0.47, 0.12, -0.18, 0.45, 0.08, -0.42, -0.14, 0.56]}

---

{"formula": "C2HOS2", "method": "ωB97M-V/def2-TZVPD", "de_lowest_ev": 2.078, "charge": -1, "spin_multiplicity": 1, "e_homo_ev": -2.12, "e_tot_ev": -25806.7428, "molar_mass_g_mol": 105.163, "lumo_ev": 3.50, "orbital_gap_ha": 0.207, "elements": ["H", "O", "S", "C", "C", "S"], "positions_angstrom": [[-1.8730, 0.1468, -0.8436], [0.5598, 1.5685, 1.5143], [-0.9029, -2.0550, -0.9836], [-0.9612, -0.5669, -0.4111], [0.9780, 0.8194, 0.6845], [2.1993, 0.0871, 0.0395]], "mulliken_charge": [0.10, -0.41, -0.39, -0.38, 0.45, -0.37]}

---

{"formula": "C2I3NO3", "method": "ωB97M-V/def2-TZVPD", "de_lowest_ev": 2.595, "spin_multiplicity": 1, "e_homo_ev": -8.67, "e_tot_ev": -34003.4360, "molar_mass_g_mol": 466.738, "lumo_ev": -1.77, "orbital_gap_ha": 0.253, "elements": ["N", "C", "I", "I", "O", "C", "O", "O", "I"], "positions_angstrom": [[-0.8827, -1.9792, 0.8663], [0.5003, 1.3474, -0.9799], [1.9736, 3.8707, -0.6869], [0.9004, 1.5577, 1.9712], [0.0652, 0.7216, -1.8509], [1.0425, 2.0805, -0.0601], [-0.5056, -1.2115, 0.0590], [-0.7574, -2.0222, 2.0315], [-2.0576, -3.6709, 0.0297]], "mulliken_charge": [0.76, 0.73, 0.11, 0.13, -0.32, -0.63, -0.48, -0.44, 0.15]}

---

{"formula": "C2I4N2", "method": "ωB97M-V/def2-TZVPD", "de_lowest_ev": 1.753, "spin_multiplicity": 1, "e_homo_ev": -8.40, "e_tot_ev": -37452.5973, "molar_mass_g_mol": 559.652, "lumo_ev": -1.26, "orbital_gap_ha": 0.262, "elements": ["I", "I", "I", "C", "N", "N", "I", "C"], "positions_angstrom": [[-2.0610, -1.6566, -2.5134], [-0.5560, 1.9043, -2.0673], [-1.0540, -0.5107, 2.4681], [-0.4276, 0.2241, -0.8478], [-0.9155, -0.8761, -0.9742], [1.5418, 0.4328, 0.8200], [3.0936, 0.2887, 2.0844], [0.3787, 0.1934, 1.0302]], "mulliken_charge": [0.13, 0.14, 0.15, 0.16, -0.49, -0.45, 0.14, 0.22]}

---

{"formula": "C2KLiO4", "method": "ωB97M-V/def2-TZVPD", "de_lowest_ev": 1.675, "charge": -1, "spin_multiplicity": 2, "e_homo_ev": [-2.11, -2.11], "e_tot_ev": -26792.7229, "molar_mass_g_mol": 134.057, "lumo_ev": [1.95, 1.89], "orbital_gap_ha": [0.149, 0.147], "elements": ["O", "K", "O", "O", "O", "C", "C", "Li"], "positions_angstrom": [[0.8155, 0.5528, -4.2913], [0.6485, -0.7703, -0.3103], [0.5124, -1.1847, 2.4668], [-0.1040, 0.7433, 1.6611], [-1.5335, -0.4859, 2.7326], [0.4587, 0.6412, -3.2038], [-0.3630, -0.2942, 2.3037], [-0.4347, 0.7979, -1.3588]], "lowdin_spin": [0.27, 0.09, 0.00, 0.00, 0.00, 0.49, 0.00, 0.15]}

---

{"formula": "C2LiO2Rb", "method": "ωB97M-V/def2-TZVPD", "de_lowest_ev": 0.710, "charge": 1, "spin_multiplicity": 2, "e_homo_ev": [-9.24, -10.52], "e_tot_ev": -7020.8798, "molar_mass_g_mol": 148.429, "lumo_ev": [-4.17, -4.15], "orbital_gap_ha": [0.187, 0.234], "elements": ["C", "Rb", "Li", "O", "O", "C"], "positions_angstrom": [[-1.5312, -0.6158, -0.4027], [3.9200, 0.0859, -0.1553], [-0.6655, 1.7829, 1.3036], [0.7061, 0.4306, 0.3178], [-2.4753, -1.2318, -0.7478], [0.0460, -0.4517, -0.3156]], "lowdin_spin": [0.23, 0.00, 0.00, 0.23, 0.19, 0.35]}

---

{"formula": "C2LuO4", "method": "ωB97M-V/def2-TZVPD", "de_lowest_ev": 3.491, "charge": 1, "spin_multiplicity": 1, "e_homo_ev": -14.43, "e_tot_ev": -43872.5622, "molar_mass_g_mol": 262.985, "lumo_ev": -7.64, "orbital_gap_ha": 0.249, "elements": ["O", "O", "O", "Lu", "C", "O", "C"], "positions_angstrom": [[-0.2690, -0.6349, 0.1238], [2.0743, -0.4796, 1.0020], [1.6279, 0.4890, -0.8896], [0.1015, 1.5683, 0.1427], [-2.3704, -0.7480, -0.0996], [-2.6203, 0.3643, -0.1825], [1.4559, -0.5591, -0.0967]], "mulliken_charge": [-0.53, -0.42, -0.59, 1.78, 0.31, -0.31, 0.76]}